Entry 1:
Computed, not measured: one molecule with the formula C14H17N3O3, with the ωB97M-V functional and the def2-TZVPD basis.

Results
electronic energy	-933.291154	Eh
E_HOMO	-8.96	eV
Kohn-Sham gap	0.320	hartree

Structure (ORCA input):
```
! RIJCOSX wB97M-V def2-TZVPD def2/J DEFGRID3
* xyz 0 1
N 2.511 -3.486 -2.973
C 2.599 -2.032 -3.069
O 3.329 -1.526 -3.867
C 1.668 -1.224 -2.330
C 2.386 0.292 -2.000
C 1.237 0.958 -1.833
N -0.077 0.558 -1.441
C -0.374 0.332 -0.150
O -1.306 -0.388 0.349
N 0.316 0.866 0.694
C 0.231 1.127 2.033
O 1.348 1.403 3.000
C -1.244 1.018 2.650
C -2.121 1.884 1.956
C -3.385 1.629 2.493
C -3.637 1.043 3.771
C -2.701 0.284 4.342
C -1.605 0.452 3.841
C -0.758 -0.391 -2.301
C 0.227 -1.097 -3.268
H 1.682 -3.883 -2.475
H 3.146 -3.862 -3.606
H 1.505 -1.812 -1.445
H 2.988 0.370 -2.863
H 2.972 0.088 -1.117
H 1.425 2.074 -1.302
H 0.759 1.531 -2.847
H 1.295 1.262 0.397
H -1.928 2.132 1.088
H -4.309 2.247 1.924
H -4.792 0.858 3.924
H -2.965 -0.110 5.151
H -0.711 -0.285 4.348
H -1.140 -1.124 -1.691
H -1.466 0.192 -3.055
H 0.673 -0.659 -4.100
H 0.024 -2.143 -3.456
*
```



Entry 2:
Computed, not measured: C14H17N3O3S as an isolated structure, with the ωB97M-V functional and the def2-TZVPD basis.

Results
electronic energy	-1331.597690	Eh
E_HOMO	-7.87	eV
Kohn-Sham gap	0.303	hartree

Structure (ORCA input):
```
! RIJCOSX wB97M-V def2-TZVPD def2/J DEFGRID3
* xyz 0 1
C -0.402 -0.694 -0.077
C -1.940 -0.765 -0.286
C 0.211 0.727 -0.319
C 1.787 0.861 -0.147
C 2.059 1.823 0.834
C 3.065 0.099 -0.185
C 4.030 0.799 0.740
C 3.512 -1.069 -0.892
C 5.367 0.308 0.721
C 4.828 -1.340 -0.983
C 5.740 -0.566 -0.330
C -3.914 0.286 0.811
C -4.692 -1.166 0.888
C -4.735 1.233 -0.341
H -0.628 -2.099 -1.288
H 0.931 -2.678 -0.214
H -0.221 -1.033 0.950
H 0.215 0.912 -1.491
H -0.355 1.588 0.272
H 1.369 2.522 0.979
H 3.550 2.767 1.615
H 2.904 -1.613 -1.485
H 6.044 1.100 1.116
H 5.348 -2.316 -1.380
H 6.780 -0.842 -0.604
H -1.688 0.339 1.288
H -4.242 0.840 1.742
H -5.120 0.439 -1.439
H -5.743 1.500 0.077
H -2.714 2.277 -1.428
H -5.962 -2.361 0.099
N 0.385 -1.696 -0.868
N 3.282 1.733 1.356
N -2.416 0.223 0.613
O -2.570 -1.569 -0.984
O -4.244 -2.032 1.518
O -5.903 -1.198 0.240
S -3.917 2.663 -1.116
*
```



Entry 3:
Computed, not measured: one molecule with the formula C14H17N3O4, with the ωB97M-V functional and the def2-TZVPD basis.

Results
electronic energy	-1008.908307	Eh
E_HOMO	-8.26	eV
Kohn-Sham gap	0.321	hartree

Structure (ORCA input):
```
! RIJCOSX wB97M-V def2-TZVPD def2/J DEFGRID3
* xyz 0 1
N 0.023 -0.813 3.936
C -0.648 -0.459 2.656
C -0.549 1.014 2.284
C -1.071 1.326 0.900
C -2.268 0.920 0.464
N -2.438 1.244 -0.848
C -1.271 1.897 -1.277
C -0.912 2.406 -2.557
C 0.425 2.805 -2.685
C 1.290 2.822 -1.584
C 0.958 2.301 -0.313
C -0.404 1.893 -0.194
C -0.360 -1.414 1.516
O -1.155 -2.335 1.192
N 0.750 -1.070 0.769
C 1.219 -1.559 -0.532
C 1.803 -3.001 -0.465
O 2.258 -3.550 -1.795
C 0.234 -1.442 -1.708
O 0.652 -1.433 -2.833
O -1.062 -1.423 -1.466
H -0.197 -1.830 4.041
H 0.987 -0.667 3.809
H -1.717 -0.705 2.805
H -1.039 1.636 3.072
H 0.469 1.371 2.356
H -3.170 0.520 0.986
H -3.196 0.959 -1.510
H -1.602 2.447 -3.411
H 0.788 3.220 -3.598
H 2.311 3.090 -1.885
H 1.620 2.194 0.526
H 1.234 -0.218 1.070
H 1.984 -0.845 -0.971
H 0.852 -3.550 0.103
H 2.738 -2.970 0.216
H 1.786 -2.959 -2.453
H -1.324 -1.820 -0.617
*
```



Entry 4:
Computed, not measured: C14H17N3OS as an isolated structure, with the ωB97M-V functional and the def2-TZVPD basis.

Results
electronic energy	-1180.898806	Eh
E_HOMO	-7.70	eV
Kohn-Sham gap	0.297	hartree

Structure (ORCA input):
```
! RIJCOSX wB97M-V def2-TZVPD def2/J DEFGRID3
* xyz 0 1
C -4.158 1.515 -1.696
H -3.448 0.849 -1.937
H -4.090 2.388 -2.308
C -4.353 1.829 -0.325
C -3.034 2.567 0.040
O -2.837 3.713 0.230
N -1.905 1.747 0.836
C -2.152 0.145 0.676
H -3.016 -0.199 1.241
C -0.914 -0.289 1.489
N 0.253 -0.069 0.956
C 1.327 -0.843 0.440
N 2.384 -0.155 -0.324
C 3.173 -1.340 -0.317
C 4.412 -1.205 -1.205
C 5.323 -2.279 -1.126
C 4.908 -3.365 -0.705
C 3.731 -3.621 0.051
C 2.703 -2.590 0.130
S 1.348 -2.438 1.091
H 3.375 -4.660 0.320
H 5.567 -4.487 -0.660
H 6.111 -2.296 -1.679
H 4.774 -0.252 -1.309
C 0.191 1.304 0.270
H 0.161 1.576 -0.651
C -0.730 2.411 1.028
H -0.816 2.156 2.208
H -0.733 3.306 0.828
H 1.303 2.006 0.770
H -1.007 -1.530 1.477
H -0.910 -0.060 2.434
H -2.203 -0.229 -0.192
H -4.488 0.958 0.197
H -5.073 2.528 -0.202
H -5.178 0.911 -2.080
*
```



Entry 5:
Computed, not measured: C14H17N4PtS as an isolated structure, with the ωB97M-V functional and the def2-TZVPD basis.

Results
electronic energy	-1279.893421	Eh
E_HOMO (alpha / beta)	-10.89 / -11.67	eV
Kohn-Sham gap (alpha / beta)	0.295 / 0.226	hartree

Structure (ORCA input):
```
! RIJCOSX wB97M-V def2-TZVPD def2/J DEFGRID3
* xyz 1 3
Pt 0.399 -0.257 -0.838
C 4.335 -1.947 0.283
C 5.128 -0.773 0.256
C 4.469 0.472 0.246
C 3.085 0.503 0.112
N 2.369 -0.614 0.056
C 2.989 -1.792 0.098
C 2.274 1.749 -0.017
C 2.802 3.001 0.178
C 2.025 4.130 0.041
C 0.654 4.021 -0.376
C 0.124 2.741 -0.424
C 0.918 1.579 -0.400
H 4.808 -2.923 0.305
H 6.194 -0.773 0.225
H 5.041 1.429 0.237
H 2.393 -2.669 0.047
H 3.906 3.129 0.294
H 2.512 5.064 0.219
H 0.016 4.840 -0.582
H -0.970 2.608 -0.652
N -3.539 -2.608 -0.112
C -3.540 -1.237 0.581
C -4.658 -0.452 -0.106
N -4.867 0.727 0.846
H -4.422 -3.041 0.137
H -2.664 -3.307 0.185
H -3.476 -2.658 -1.145
H -2.529 -0.861 0.412
H -3.833 -1.462 1.585
H -5.564 -1.066 -0.175
H -4.411 -0.176 -1.137
H -4.369 1.556 0.485
H -5.894 0.949 0.887
S -1.078 -4.579 -0.125
C -0.525 -3.156 -0.655
N -0.102 -2.149 -0.967
*
```



Entry 6:
Computed, not measured: one molecule with the formula C14H17N5O3S2, with the ωB97M-V functional and the def2-TZVPD basis.

Results
electronic energy	-1839.604644	Eh
E_HOMO	-8.69	eV
Kohn-Sham gap	0.331	hartree

Structure (ORCA input):
```
! RIJCOSX wB97M-V def2-TZVPD def2/J DEFGRID3
* xyz 0 1
C -3.394 0.421 0.408
C -3.410 -0.506 1.350
C -3.129 -0.220 2.781
S -1.540 -0.972 3.328
C -0.432 0.174 2.677
N -0.759 1.179 1.940
N 0.263 1.932 1.574
C 1.406 1.533 2.007
N 2.597 2.145 1.765
C 2.986 2.803 0.612
O 3.990 3.461 0.596
C 2.065 2.642 -0.587
N 1.745 1.253 -0.826
C 2.639 0.205 -0.561
O 3.745 0.333 -0.102
N 1.998 -0.933 -0.897
C 0.651 -0.722 -1.369
C -0.404 -1.428 -0.485
C -1.176 -2.372 -1.412
C -0.222 -2.629 -2.575
C 0.417 -1.261 -2.792
C 0.546 0.800 -1.307
O -0.393 1.478 -1.626
S 1.301 0.058 2.995
H -3.601 0.189 -0.622
H -3.162 1.448 0.631
H -3.615 -1.543 1.116
H -3.048 0.848 2.972
H -3.869 -0.677 3.438
H 3.328 2.046 2.459
H 2.578 3.072 -1.453
H 1.121 3.170 -0.417
H 2.421 -1.839 -0.802
H 0.108 -1.983 0.303
H -1.066 -0.699 -0.019
H -2.073 -1.873 -1.780
H -1.474 -3.286 -0.903
H 0.536 -3.360 -2.291
H -0.734 -2.991 -3.465
H -0.283 -0.597 -3.300
H 1.345 -1.299 -3.360
*
```



Entry 7:
Computed, not measured: a 2-piece molecular cluster, C14H17NO2S2 overall, with the ωB97M-V functional and the def2-TZVPD basis.

Results
electronic energy	-1545.207676	Eh
E_HOMO	-7.96	eV
Kohn-Sham gap	0.249	hartree

Structure (ORCA input):
```
! RIJCOSX wB97M-V def2-TZVPD def2/J DEFGRID3
* xyz 0 1
C 0.685 -2.447 -2.427
C 0.705 -1.863 -1.013
N 0.729 -0.481 -0.989
C 2.001 -0.001 -0.962
C 2.186 1.294 -1.714
O 2.979 -0.459 -0.348
O 0.635 -2.622 -0.028
H 0.500 -1.644 -3.152
H 1.655 -2.930 -2.635
H -0.103 -3.199 -2.541
H 1.516 1.380 -2.577
H 2.005 2.145 -1.040
H 3.226 1.353 -2.043
C 1.426 0.142 4.247
C 1.815 1.048 3.243
C 1.114 1.085 2.041
C -0.038 0.292 1.859
C -0.794 0.375 0.586
S -1.796 -0.957 0.175
C -3.079 -0.431 -1.008
C -2.981 0.905 -1.717
C -1.568 1.480 -1.725
S -1.052 1.954 -0.043
C -0.475 -0.545 2.907
C 0.285 -0.664 4.076
H 2.027 0.028 5.144
H 2.674 1.711 3.376
H 1.480 1.692 1.211
H -3.047 -1.246 -1.755
H -4.001 -0.506 -0.405
H -3.298 0.784 -2.759
H -3.690 1.602 -1.256
H -0.785 0.786 -2.078
H -1.505 2.432 -2.279
H -1.417 -1.097 2.776
H -0.010 -1.395 4.853
*
```



Entry 8:
Computed, not measured: an isolated ion of composition C14H17O3 and charge -1, with the ωB97M-V functional and the def2-TZVPD basis.

Results
electronic energy	-769.362520	Eh
E_HOMO	-2.43	eV
Kohn-Sham gap	0.214	hartree

Structure (ORCA input):
```
! RIJCOSX wB97M-V def2-TZVPD def2/J DEFGRID3
* xyz -1 1
C 3.899 -3.865 -1.966
C 2.425 -3.563 -2.227
O 1.955 -2.541 -1.304
C 0.672 -2.032 -1.543
O -0.003 -2.395 -2.487
C 0.306 -1.043 -0.484
C -0.925 -0.337 -0.447
C -1.065 1.376 -0.161
C -2.478 1.815 -0.547
C -2.653 2.525 -1.883
O -3.496 1.651 0.124
C -0.808 1.644 1.309
C -1.743 1.220 2.293
C -1.365 1.173 3.625
C -0.131 1.725 4.036
C 0.683 2.337 3.082
C 0.324 2.329 1.708
H 4.266 -4.648 -2.666
H 4.555 -2.982 -2.133
H 4.084 -4.260 -0.945
H 2.317 -3.220 -3.258
H 1.843 -4.474 -2.072
H 0.968 -1.006 0.383
H -1.559 -0.491 0.527
H -1.429 -0.278 -1.498
H -0.298 2.008 -0.747
H -1.835 2.462 -2.597
H -3.593 2.164 -2.357
H -2.831 3.576 -1.626
H -2.794 0.999 2.016
H -2.018 0.709 4.356
H 0.163 1.690 5.090
H 1.628 2.814 3.397
H 0.934 2.921 1.003
*
```